Record 1
# C51H135N9O15

14 unconnected molecules or ions with the total composition C51H135N9O15 in a non-equilibrium geometry (ωB97M-V with the def2-TZVPD basis set, the OMol25 dataset).

```
210
Properties=species:S:1:pos:R:3
H -40.3361 4.2318 5.4068
H -17.5928 -2.8116 0.0712
C -37.7396 5.2441 5.1097
H -20.7842 6.3846 -5.5604
H -27.6842 -2.8695 1.2535
H -26.2333 1.2432 3.0855
C -27.9725 -4.8713 2.8706
O -18.5016 1.4802 0.1111
H -22.7027 8.9542 -8.1192
C -22.4084 5.2978 -6.3715
H -25.1322 15.1516 4.4440
H -25.2295 2.9511 2.2991
H -16.8287 2.1746 3.6694
H -41.0778 5.5045 4.4273
C -26.5744 0.8103 2.1401
C -27.9739 -4.1210 -7.2453
H -27.9255 -5.9265 2.8307
H -28.1079 -3.2809 -6.5609
H -20.8296 8.5737 -5.0246
H -21.1579 -2.3924 0.7625
C -21.1404 8.7743 -6.0781
H -30.1817 -5.3533 -7.8376
H -20.7149 6.2775 -7.2313
C -28.4715 -5.1911 0.5608
H -39.7692 7.7045 4.1445
C -17.1902 8.6965 0.8437
H -24.9802 -0.8542 -1.0809
H -28.1834 -0.5325 12.2233
C -23.4448 16.5818 0.6795
H -25.2605 15.4661 1.9874
H -16.2371 9.2672 0.6574
O -23.7174 4.2268 -1.9594
H -37.8135 4.2872 5.6184
H -40.3769 6.4967 6.5365
H -14.0300 5.3788 5.0386
C -19.0219 0.5398 -0.7795
H -24.0177 14.0991 0.3736
O -23.1604 5.1975 -7.5537
C -25.5397 2.7302 1.2950
H -25.8036 1.9884 13.9084
H -24.5661 12.8075 4.4077
H -28.4756 -6.2643 0.7651
C -14.5554 2.9276 5.9693
H -21.6778 15.0436 3.0333
H -26.5891 3.3768 13.1015
C -26.2435 2.3503 12.9717
N -23.2009 15.5547 1.6819
H -21.2737 -1.5140 -1.0964
H -39.8470 4.4373 3.7209
H -28.8857 1.5751 11.0303
H -31.1563 -2.4339 -6.5662
C -20.1581 -2.7903 0.7029
H -25.4006 1.5154 -0.9741
H -14.2200 0.8812 4.7618
H -22.2250 -4.5115 0.6088
H -23.8402 -5.2609 0.9099
H -23.4340 0.8128 0.7007
H -30.6351 -5.8419 2.1512
C -28.7472 -3.0219 1.4871
H -38.8630 7.5272 6.4655
H -30.7132 -4.2632 2.8821
N -39.0270 5.9286 5.0614
H -30.2388 -6.2800 -6.2139
H -27.4260 -4.8649 0.4192
C -22.2482 7.9761 -8.0932
H -11.8948 4.6080 3.9586
H -21.1946 15.9302 1.5683
H -17.0611 3.2252 5.1389
O -28.5862 -3.0584 4.2844
H -29.4189 1.3731 13.3411
C -24.3027 14.7209 3.8799
H -26.5200 -0.4794 10.7002
C -14.2958 1.6433 3.9995
C -23.3134 7.9282 -5.9908
N -28.9798 -4.4600 1.7771
H -29.1455 -5.0128 4.6923
N -19.4602 -2.0482 -0.4123
C -23.2987 -4.4828 0.3615
H -37.8399 5.6464 1.3089
N -28.3957 -5.4023 -6.7046
H -26.7359 -6.5969 -7.2995
O -22.4279 2.2343 -2.5895
C -27.7598 -6.5704 -7.5408
H -24.3631 -0.5570 1.1648
H -37.0923 5.9486 5.6364
H -20.0174 -1.6681 -2.3668
C -14.9876 3.9462 3.7230
H -21.8449 4.3216 -6.2015
H -19.6076 -2.6728 1.6213
C -27.3054 0.0048 12.6340
C -27.9608 2.0338 11.3507
C -25.9976 -0.4816 -0.8257
H -28.0602 3.1141 11.4348
H -28.1659 1.3128 14.6355
O -25.1595 -3.2069 0.6331
H -24.4719 16.4217 0.3374
H -26.8761 -5.3924 -5.0383
H -28.4118 -7.4264 -7.3138
H -28.5547 -2.8579 5.2167
H -27.8725 -6.2635 -8.5969
H -22.7947 16.4692 -0.1565
H -29.1621 -2.3850 2.2483
H -23.0949 5.2853 -5.4905
H -14.7710 3.4754 2.7071
C -38.8924 7.0801 4.0296
H -31.6039 -4.5668 -5.9920
C -21.9669 15.7927 2.3598
H -18.5830 -3.9064 -1.0510
H -29.0741 -4.9884 -0.2932
H -30.1832 -4.0981 -5.0927
H -16.5778 1.4040 5.2935
H -27.2430 7.6168 8.0106
C -24.2834 0.5296 1.3354
H -23.3762 14.8690 4.4473
O -32.2199 0.4690 4.6110
O -24.9402 0.0476 12.0013
H -23.7524 4.4343 -7.6736
H -13.8044 5.6803 3.3175
H -19.4505 -0.4086 1.0350
H -20.8444 -3.1073 -1.7002
C -29.8739 -5.4197 -6.7594
H -26.5297 3.1859 1.1243
H -23.4773 -4.5316 -0.7541
H -27.4807 -4.6324 4.8207
H -24.8533 3.0732 0.5479
O -30.6439 -1.0725 5.3042
H -23.2016 17.5979 1.0326
C -28.3363 -4.4431 4.2302
C -18.9239 -0.7288 0.1468
H -28.5576 -4.0367 -8.1868
C -39.3457 6.5663 6.4152
O -30.5253 -3.1006 -6.9089
H -18.3330 0.3564 -1.6789
H -24.0801 7.3263 -6.5143
H -15.0152 3.7961 6.4149
H -20.1189 -3.8458 0.4426
H -26.6724 -0.2679 2.2892
H -23.9152 0.7271 2.3100
O -24.4887 13.3056 3.6038
H -27.0567 -4.4430 2.5683
C -26.0660 0.9330 -0.3081
H -20.2154 8.7405 -6.6869
H -22.9557 7.2143 -8.3852
H -27.9914 -6.8052 -5.1445
H -27.1317 1.2349 -0.3863
H -17.1921 7.9140 1.6100
H -39.8425 6.4586 2.1537
C -31.2765 -0.0950 5.0892
N -15.0963 2.7182 4.6022
C -30.3659 -4.7805 1.9802
H -26.9104 -4.1784 -7.5581
H -13.2586 1.9941 3.7992
N -22.0425 7.7471 -6.6480
O -26.4635 -1.2753 0.1797
H -23.2541 7.5222 -4.9457
H -23.1623 13.4939 1.8732
C -30.5665 -4.2586 -6.1064
O -37.8279 5.8511 2.2424
H -24.3765 -0.3368 11.3435
H -20.0227 0.8242 -1.1476
H -25.8648 -2.0451 0.3225
H -22.0585 16.6461 3.0380
C -38.8179 6.7391 2.5708
H -27.5460 1.2701 1.8971
H -29.3544 -2.7489 0.5609
H -22.2056 14.0744 0.5605
C -16.5195 2.3498 4.6998
N -27.4481 1.5055 12.6531
H -25.4347 2.2797 12.2555
C -26.2093 -0.5265 11.7487
C -23.1485 3.1888 -2.2484
H -21.2857 7.8251 -8.6189
C -21.4146 6.3959 -6.4503
C -28.4460 1.7584 13.7210
H -37.5973 5.0485 4.0771
H -23.5691 8.9667 -6.0283
H -18.0617 8.7629 0.1705
H -30.8957 -4.4657 1.1037
C -27.9252 -5.6890 -5.2480
H -38.0873 7.6088 4.4445
N -25.5364 1.2488 1.0836
O -12.6987 4.1097 3.9326
H -26.1727 -1.5514 12.0706
C -23.1830 14.2122 1.0758
H -14.7184 2.0215 6.5220
C -18.2677 -2.8569 -0.8411
H -27.1614 1.7833 10.6906
C -27.9462 6.9781 8.4795
H -13.4813 3.0666 5.9256
H -15.9916 4.5125 3.8147
H -28.4985 6.2963 7.8399
H -28.3843 7.3325 9.4400
C -20.4555 -2.0831 -1.4883
H -28.5365 2.8616 13.7380
C -24.3763 15.6054 2.6123
O -23.2285 -2.0942 0.4162
H -27.0158 -0.2923 13.6621
H -26.5953 -0.5062 -1.6993
H -17.8781 -0.9016 0.3233
H -24.3299 16.6282 3.0713
H -17.7132 -2.3694 -1.6953
H -38.5750 7.7324 2.0665
H -17.5362 1.4476 0.0524
H -28.5582 -5.1891 -4.5786
C -23.8982 -3.1508 0.5283
C -40.1457 4.9856 4.6297
H -14.7370 1.2042 3.1263
H -21.6512 9.7295 -6.1298
H -38.9719 5.9076 7.1950
C -13.8581 4.8730 4.0367
```

Values from the calculation:
Gap between HOMO and LUMO: 1.197 eV
E_HOMO: -0.34997 Ha
LUMO energy: -0.3060 hartree
Total charge: +6

Here are the Mulliken charges for atoms 1 to 99, given in e:
1 H 0.42
2 H 0.41
3 C -0.94
4 H 0.41
5 H 0.39
6 H 0.48
7 C -0.27
8 O -0.18
9 H 0.39
10 C -0.37
11 H 0.40
12 H 0.39
13 H 0.47
14 H 0.40
15 C -1.21
16 C -0.97
17 H 0.46
18 H 0.37
19 H 0.42
20 H 0.43
21 C -0.88
22 H 0.43
23 H 0.40
24 C -0.94
25 H 0.48
26 C -0.70
27 H 0.17
28 H 0.24
29 C -0.82
30 H 0.39
31 H 0.08
32 O -0.08
33 H 0.35
34 H 0.37
35 H 0.29
36 C -0.58
37 H 0.37
38 O -0.53
39 C -0.94
40 H 0.37
41 H 0.32
42 H 0.40
43 C -1.03
44 H 0.43
45 H 0.40
46 C -0.89
47 N -0.13
48 H 0.43
49 H 0.36
50 H 0.27
51 H 0.32
52 C -1.11
53 H 0.03
54 H 0.44
55 H 0.14
56 H 0.34
57 H 0.24
58 H 0.33
59 C -1.07
60 H 0.34
61 H 0.33
62 N -0.12
63 H 0.40
64 H 0.31
65 C -0.79
66 H 0.33
67 H 0.40
68 H 0.36
69 O -0.30
70 H 0.37
71 C -0.51
72 H 0.43
73 C -0.96
74 C -0.96
75 N 0.12
76 H 0.43
77 N 0.35
78 C -0.88
79 H 0.33
80 N -0.01
81 H 0.40
82 O -0.10
83 C -0.88
84 H 0.25
85 H 0.40
86 H 0.40
87 C -0.22
88 H 0.42
89 H 0.39
90 C -0.40
91 C -1.22
92 C -0.63
93 H 0.48
94 H 0.39
95 O -0.84
96 H 0.37
97 H 0.34
98 H 0.41
99 H 0.26

Record 2
# C34H43AsN7NaO6S2

A molecular structure, C34H43AsN7NaO6S2 in a non-equilibrium geometry (ωB97M-V with the def2-TZVPD basis set, the OMol25 dataset).

```
94
Properties=species:S:1:pos:R:3
C -0.4686 5.2318 1.8846
N 3.4187 -3.9047 0.7488
H -0.2763 0.5362 0.5756
H 3.3513 0.8962 -2.0204
C 0.2473 4.1556 2.2418
O -0.8746 -0.7543 3.0050
H -2.4742 3.6222 1.7566
C -4.1414 -3.5584 -3.0697
H 5.4775 -3.8668 1.9879
C 3.5551 1.8442 -1.5105
C -1.0094 2.0226 4.8038
Na 0.5193 -1.0991 -0.2399
H -1.0698 0.9875 5.1310
O 1.0767 -0.4123 1.6000
H -3.5595 2.1645 3.9608
C -2.4328 3.1370 -0.3560
H -3.8431 -1.3356 -6.1985
C -5.1510 -2.5057 -4.9681
C 3.9465 -4.9686 -0.0960
S 0.3360 0.0772 2.7576
C 5.9834 -2.9871 1.6007
C -1.4919 2.1801 3.3539
C 0.0748 2.7623 -0.0149
C -1.3154 2.0083 -0.2102
H -1.5442 3.2571 3.2108
H 5.6645 -0.4104 0.6627
C -5.2766 -3.3158 -3.8422
H 0.9611 2.2853 -1.9541
C 1.9732 -4.0099 0.9188
C 0.4050 2.7834 1.5602
C -2.2309 4.0472 0.7920
H 3.4237 -5.0044 -1.0607
O -3.3195 -1.3164 2.0888
H -0.2900 6.1839 2.3785
H 6.8610 -1.3506 -0.2548
H 1.4396 -3.9178 -0.0344
H -6.0220 -2.2904 -5.5795
H -3.1334 -0.0725 -2.2830
H -6.2381 -3.7347 -3.5685
O -1.1550 -1.9727 0.5002
C -3.9280 -1.9721 -5.3225
O -3.2373 -0.4971 -0.2828
C -1.5894 1.0108 -1.3343
C 1.8709 2.4879 1.8314
H 3.8037 2.0177 1.2193
C -1.4026 5.0971 0.7724
H 1.6220 -3.2076 1.5639
H -1.5768 -1.0798 -5.6969
C 2.4639 2.1319 -0.5103
C -4.0863 1.4677 -1.1052
C -2.7635 -2.2409 -4.5619
C 2.7831 2.2169 0.9055
H 0.0252 2.3414 4.9191
C -0.5315 1.6530 2.2332
O 1.1571 0.2222 3.9412
H -4.6301 3.3293 -0.2865
H 5.2891 -0.9782 -0.9857
H 6.0292 -2.2339 2.4021
H 4.5337 1.7971 -1.0255
N 5.2756 -2.4903 0.4370
N -1.5743 -1.7757 -4.9694
C -2.9082 -3.0390 -3.4069
H 3.4015 -0.7612 0.0730
H 3.5980 2.6253 -2.2728
N -0.6294 0.3983 -1.9554
C 5.7932 -1.2353 -0.0553
H -2.1352 3.6502 -1.2811
H -3.6479 -2.0298 1.5176
H -4.2320 -4.1611 -2.1722
H 0.9080 4.2704 3.0988
H -0.0721 3.7922 -0.3315
C -1.1613 1.0425 0.9811
C 0.0113 -1.2897 -3.3983
C -3.0036 0.4602 -1.3399
H 2.1480 2.4792 2.8789
N 3.0328 -1.7005 0.1741
H 7.0083 -3.2519 1.3233
N -0.9649 -0.5231 -2.8404
H -5.1014 1.1178 -1.2613
N -0.3016 -2.0549 -4.4301
H 3.8150 -5.9290 0.4091
C -3.8324 2.6410 -0.5542
H 1.7520 -4.9766 1.3749
C -2.9166 1.6296 3.2569
C 3.8658 -2.6119 0.4354
As -2.0131 -0.7148 1.0446
H -3.3436 1.7409 2.2569
H -2.9360 0.5744 3.5169
H -1.2277 5.6666 -0.1391
H -2.0358 -3.2038 -2.7880
H 5.0056 -4.8082 -0.2838
S 1.6369 -1.4334 -2.7862
H -1.6438 2.6337 5.4527
C 1.1996 2.3091 -0.9006
```

Values from the calculation:
Gap between HOMO and LUMO: 4.915 eV
E_HOMO: -0.04337 Ha
LUMO energy: 0.1373 hartree
Total charge: -2

Charges per atom according to Mulliken partitioning, unit e:
1 C -0.69
2 N 0.10
3 H -1.78
4 H 0.15
5 C -1.21
6 O -0.89
7 H 0.45
8 C -0.46
9 H 0.41
10 C -1.67
11 C -1.84
12 Na 0.76
13 H 0.38
14 O 0.18
15 H 0.47
16 C 0.71
17 H 0.27
18 C -0.35
19 C -1.18
20 S 1.59
21 C -1.22
22 C -0.26
23 C -0.16
24 C 1.91
25 H 0.39
26 H 0.32
27 C -0.58
28 H 0.20
29 C -0.79
30 C 2.34
31 C -0.24
32 H 0.31
33 O -0.79
34 H 0.38
35 H 0.34
36 H 0.32
37 H 0.33
38 H 0.24
39 H 0.34
40 O -0.99
41 C -0.67
42 O -0.60
43 C -0.71
44 C -1.44
45 H 0.16
46 C -1.04
47 H 0.12
48 H 0.23
49 C 0.68
50 C -1.29
51 C 0.66
52 C -0.36
53 H 0.30
54 C 2.22
55 O -0.93
56 H 0.39
57 H 0.37
58 H 0.33
59 H 0.33
60 N 0.10
61 N 0.17
62 C -0.24
63 H -0.68
64 H 0.42
65 N 0.52
66 C -1.09
67 H 0.62
68 H 0.35
69 H 0.34
70 H 0.37
71 H 1.00
72 C -1.10
73 C 0.28
74 C 1.13
75 H 0.27
76 N 0.23
77 H 0.33
78 N -1.29
79 H 0.42
80 N -1.16
81 H 0.35
82 C -1.05
83 H 0.28
84 C -1.98
85 C 0.49
86 As 1.59
87 H 0.34
88 H 0.42
89 H 0.24
90 H 0.34
91 H 0.39
92 S -0.43
93 H 0.50
94 C -1.02